No. 1
Here is a structure of composition C15H19Cl2GeN2PtS from the OMol25 dataset. Energies are from the ωB97M-V functional and the def2-TZVPD basis.

Last column: Mulliken charge in e.
Positions of all 41 atoms, in Å:
Pt (0.3318, 1.4670, -0.0181)  0.18
Cl (1.7936, -1.5195, 1.3045)  -0.17
C (1.7462, -0.5436, 2.7422)  0.76
C (1.4308, -1.1999, 3.9194)  -0.65
C (1.3945, -0.4995, 5.1127)  -0.33
C (1.6839, 0.8531, 5.1078)  -0.71
C (1.9914, 1.4874, 3.9159)  0.43
Cl (2.3346, 3.1939, 4.0139)  -0.24
C (2.0235, 0.8331, 2.6718)  -0.44
S (2.3984, 1.7071, 1.1932)  -0.55
H (1.2135, -2.2588, 3.8859)  0.38
H (1.1429, -1.0037, 6.0365)  0.34
H (1.6678, 1.4320, 6.0210)  0.38
N (2.9025, -0.1399, -1.5495)  -0.20
C (2.0317, 0.1582, -2.5417)  0.81
C (2.3285, -0.1474, -3.8868)  -0.73
C (1.4028, 0.1404, -4.8583)  -0.25
C (0.1900, 0.7274, -4.4998)  -0.80
C (-0.0198, 0.9960, -3.1637)  -0.27
N (0.8669, 0.7271, -2.2018)  -0.07
H (3.8493, -0.3626, -1.7943)  0.20
H (2.7362, 0.2541, -0.6233)  -0.24
H (3.2769, -0.6093, -4.1311)  0.29
H (1.6189, -0.0912, -5.8947)  0.37
H (-0.5684, 0.9667, -5.2315)  0.40
H (-0.9406, 1.4411, -2.8020)  0.44
C (-2.4118, -0.8562, 1.6335)  -0.83
Ge (-2.5024, -0.2073, -0.2276)  0.51
C (-4.4215, -0.1502, -0.7244)  -1.21
C (-1.6666, -1.6229, -1.3197)  -1.09
C (-1.5998, 1.4677, -0.4545)  -0.89
H (-2.8781, -1.8396, 1.7357)  0.35
H (-2.9092, -0.1589, 2.3098)  0.34
H (-1.3642, -0.9274, 1.9322)  0.05
H (-4.8954, -1.1239, -0.5786)  0.34
H (-4.5377, 0.1347, -1.7721)  0.34
H (-4.9501, 0.5840, -0.1132)  0.36
H (-2.1346, -2.5913, -1.1258)  0.42
H (-0.6069, -1.6855, -1.0642)  0.20
H (-1.7460, -1.4030, -2.3862)  0.31
H (-2.2036, 2.3706, -0.5732)  0.43

Cartesian forces (eV/Å) of the 6 atoms listed first:
Pt 0.0540 0.0355 -0.0452
Cl 0.0023 0.0128 -0.0022
C 0.0014 -0.0259 -0.0338
C -0.0044 0.0017 -0.0014
C -0.0081 -0.0213 0.0180
C 0.0111 0.0153 -0.0015

Results
- Frontier orbital gap (alpha / beta): 5.9 / 6.9 eV
- HOMO level (alpha / beta): -3.04 / -3.99 eV
- Total charge: -1
- Multiplicity: 3
- LUMO level (alpha / beta): 0.10638 / 0.10520 Eh
- Largest force on an atom: 0.08 eV/A

=====

No. 2
Here is an isolated molecule of C15H19Cl2NO2 from the OMol25 dataset. Energies are from the ωB97M-V functional and the def2-TZVPD basis.

Last column: Mulliken charge in e.
Positions of all 39 atoms, in Å:
C (5.7030, -1.5043, -0.5297)  -1.23
C (4.5816, -1.5090, 0.4914)  -0.20
O (3.6985, -0.4245, 0.1962)  -0.22
C (2.6197, -0.3062, 0.9751)  0.29
O (2.3826, -1.0502, 1.8908)  -0.60
C (1.7826, 0.8997, 0.5768)  0.25
C (0.4699, 0.9354, 1.3632)  -0.94
C (-0.4818, -0.1691, 0.8826)  -0.97
N (-0.7250, -0.1582, -0.5485)  0.06
C (-1.6245, 0.8951, -0.9810)  -0.71
C (-3.0277, 0.6265, -0.5036)  0.36
C (-3.8461, 1.6509, -0.0475)  -0.59
C (-5.1393, 1.3894, 0.3684)  -0.69
C (-5.6296, 0.0940, 0.3387)  0.30
Cl (-7.2405, -0.2275, 0.8613)  -0.20
C (-4.8133, -0.9400, -0.1125)  0.05
Cl (-5.4050, -2.5582, -0.1542)  -0.20
C (-3.5230, -0.6706, -0.5327)  -0.29
C (0.5230, -0.2234, -1.2790)  -1.04
C (1.5006, 0.9062, -0.9303)  -1.07
H (5.2989, -1.6263, -1.5311)  0.31
H (6.3890, -2.3200, -0.3215)  0.39
H (6.2450, -0.5635, -0.4861)  0.32
H (4.9667, -1.3823, 1.5094)  0.29
H (4.0137, -2.4456, 0.4590)  0.32
H (2.3911, 1.7772, 0.8300)  0.43
H (0.6732, 0.7869, 2.4237)  0.41
H (0.0034, 1.9144, 1.2375)  0.40
H (-1.4420, -0.0827, 1.3954)  0.45
H (-0.0467, -1.1394, 1.1343)  0.42
H (-1.6292, 0.8950, -2.0767)  0.45
H (-1.3197, 1.9015, -0.6521)  0.28
H (-3.4756, 2.6647, -0.0157)  0.38
H (-5.7746, 2.1861, 0.7218)  0.42
H (-2.8851, -1.4699, -0.8737)  0.47
H (0.3039, -0.2146, -2.3499)  0.44
H (0.9877, -1.1846, -1.0355)  0.48
H (2.4297, 0.7791, -1.4854)  0.58
H (1.0650, 1.8681, -1.2090)  0.42

Cartesian forces (eV/Å) of the 6 atoms listed first:
C -0.3916 0.1653 0.1976
C 0.2605 -0.4139 0.1781
O 0.1556 0.1499 -0.3254
C -0.1594 0.2233 0.1440
O 0.0090 -0.0963 0.0661
C -0.0578 0.1161 0.0379

Results
- SMILES: CCOC(=O)C1CCN(Cc2ccc(Cl)c(Cl)c2)CC1
- Frontier orbital gap: 9.2 eV
- HOMO level: -8.51 eV
- Relative energy (zero: lowest compared OMol25 entry of this formula, charge and spin): 0.0 kJ/mol
- LUMO level: 0.02613 Eh
- Largest force on an atom: 0.52 eV/A

=====

No. 3
Here is a cluster of 5 separate species, C15H19Cl8N2 in total from the OMol25 dataset. Energies are from the ωB97M-V functional and the def2-TZVPD basis.

Last column: Mulliken charge in e.
Positions of all 44 atoms, in Å:
C (-1.4413, 1.8856, -0.6678)  -0.53
C (-0.2223, 1.2283, -0.5907)  -0.22
C (-0.0974, 0.1340, 0.2498)  -0.13
C (-1.1677, -0.2966, 1.0166)  0.77
C (-0.9456, -1.4559, 1.9705)  -1.44
C (0.0688, -1.0289, 2.9929)  0.55
C (-0.1581, 0.0057, 3.8893)  -0.11
C (0.8375, 0.4005, 4.7893)  -0.43
N (2.0163, -0.1911, 4.8501)  -0.72
N (2.1998, -1.1592, 3.9866)  0.37
C (1.3354, -1.6143, 3.0828)  -0.19
C (-2.3877, 0.3598, 0.9306)  -0.22
C (-2.5215, 1.4387, 0.0680)  -1.06
H (-1.5311, 2.7447, -1.3199)  0.47
H (0.6547, 1.5456, -1.1367)  0.11
H (0.8626, -0.3704, 0.3142)  0.38
H (-1.8756, -1.7681, 2.4461)  0.43
H (-0.5667, -2.3225, 1.4239)  0.43
H (-1.0993, 0.5431, 3.8785)  0.44
H (0.6527, 1.2191, 5.4708)  0.46
H (3.1138, -1.5975, 4.0389)  0.28
H (1.6567, -2.4135, 2.4276)  0.46
H (-3.2303, 0.0391, 1.5316)  0.43
H (-3.4713, 1.9474, -0.0287)  0.39
C (3.6528, 0.7590, -2.5256)  -0.29
Cl (2.5957, 0.3339, -3.8744)  -0.14
Cl (3.0521, 2.1562, -1.6189)  -0.12
H (3.7053, -0.0870, -1.8509)  0.22
H (4.6358, 0.9987, -2.9125)  0.35
C (-3.9483, -0.2895, -3.8768)  0.07
Cl (-3.4043, -0.2362, -2.1889)  -0.02
Cl (-4.1151, 1.3328, -4.5574)  -0.17
H (-3.2108, -0.8386, -4.4550)  -0.18
H (-4.9134, -0.7812, -3.9149)  0.33
C (4.2263, 3.4761, 2.0391)  -0.38
Cl (5.6531, 2.8986, 1.1769)  -0.14
Cl (2.7494, 2.6457, 1.5121)  -0.07
H (4.3658, 3.2918, 3.0971)  0.29
H (4.1059, 4.5351, 1.8470)  0.30
C (-2.4462, -4.0187, -4.7276)  -0.28
Cl (-2.4128, -2.6143, -5.8038)  -0.16
Cl (-1.4242, -3.7821, -3.3041)  -0.13
H (-3.4660, -4.1758, -4.3979)  0.25
H (-2.0836, -4.8782, -5.2775)  0.32

Cartesian forces (eV/Å) of the 6 atoms listed first:
C 0.3799 0.1896 -0.2298
C 0.0564 -0.1648 0.2723
C 0.1659 0.1519 -0.1348
C -0.1449 -0.2390 0.1346
C 0.1867 0.0180 -0.2327
C 0.1035 -0.0621 0.4605

Results
- Frontier orbital gap: 7.0 eV
- HOMO level: -11.84 eV
- Total charge: +1
- LUMO level: -0.17746 Eh
- Largest force on an atom: 0.58 eV/A

=====

No. 4
Here is a structure of composition C15H19F2O15PbZn from the OMol25 dataset. Energies are from the ωB97M-V functional and the def2-TZVPD basis.

Last column: Mulliken charge in e.
Positions of all 53 atoms, in Å:
Pb (2.7330, -2.2444, 4.6391)  1.69
Zn (-0.7715, -3.7758, 1.4993)  1.05
O (0.0331, 0.3387, 2.0352)  -0.04
C (0.3832, -0.8875, 2.2659)  1.08
O (-0.3829, -1.8476, 1.8971)  -0.47
O (1.5346, -1.0448, 2.8000)  -0.62
H (-0.8841, 0.3283, 1.6746)  0.31
C (2.1280, 2.3736, 3.8240)  -1.42
C (2.8415, 2.1310, 2.4938)  1.28
C (2.1901, 2.8302, 1.3126)  -0.23
O (3.3316, 3.1915, 0.5530)  -0.34
C (4.4675, 3.0008, 1.2606)  0.50
O (5.5640, 3.2204, 0.8769)  -0.46
O (4.1905, 2.5228, 2.5117)  -0.45
H (1.0417, 2.2960, 3.7489)  0.29
H (2.2614, 3.3662, 4.2547)  0.45
H (2.4845, 1.6418, 4.5571)  0.23
H (2.8503, 1.0586, 2.2691)  -0.32
H (1.5337, 3.6469, 1.6149)  0.32
H (1.6137, 2.1021, 0.7419)  0.14
C (-1.2507, -1.3339, -4.6946)  -1.64
C (-0.9369, -0.8586, -3.3037)  0.60
C (-2.0436, -0.2266, -2.4691)  -0.36
O (-2.1924, -1.1075, -1.3613)  -0.07
C (-1.2153, -1.9979, -1.3985)  0.34
O (-1.1056, -2.8957, -0.5692)  -0.49
O (-0.5061, -1.9824, -2.5171)  -0.23
H (-0.3618, -1.6758, -5.2260)  0.38
H (-1.6480, -0.5951, -5.3916)  0.41
H (-1.9665, -2.1579, -4.6496)  0.39
H (-0.1351, -0.1274, -3.4248)  0.21
H (-2.9976, -0.1630, -2.9934)  0.37
H (-1.7932, 0.7862, -2.1551)  0.34
C (-5.8636, 1.6690, 0.5824)  -0.47
C (-5.9969, 0.1918, 0.9384)  0.35
O (-4.6721, -0.2332, 1.2051)  -0.29
C (-3.8165, 0.8169, 0.9670)  0.62
O (-2.6093, 0.8050, 0.9890)  -0.73
O (-4.4879, 1.9088, 0.7151)  -0.33
F (-6.5874, -0.4440, -0.1056)  -0.27
H (-6.3042, 2.2433, 1.4033)  0.30
H (-6.5366, 1.9128, -0.2395)  0.34
H (-6.6006, 0.0362, 1.8305)  0.28
C (3.4064, -2.7558, -1.0488)  -0.52
C (2.6907, -1.4200, -0.8153)  1.00
O (2.5877, -0.9665, -2.1213)  -0.28
C (3.6926, -1.4103, -2.8229)  0.55
O (3.9164, -1.0042, -3.9049)  -0.43
O (4.2272, -2.4573, -2.1573)  -0.32
F (3.5821, -0.6329, -0.1324)  -0.29
H (2.7164, -3.4998, -1.4640)  0.36
H (3.9301, -3.1838, -0.1968)  0.38
H (1.7340, -1.4890, -0.2984)  -0.46

Cartesian forces (eV/Å) of the 6 atoms listed first:
Pb -0.5740 1.5957 -1.3241
Zn -0.3927 3.3661 -2.4489
O -0.3734 -1.0986 0.0531
C 0.9583 0.0196 0.2784
O -0.4198 -1.3553 0.2333
O 0.6044 -1.5288 1.5803

Results
- Frontier orbital gap: 2.3 eV
- HOMO level: -16.61 eV
- Total charge: +3
- LUMO level: -0.52519 Eh
- Largest force on an atom: 4.18 eV/A